The following is a DFT calculation (the ωB97M-V functional and the def2-TZVPD basis) of a molecular structure, C4H4N4.

Calculated values
* ΔE to the lowest compared entry with this formula, charge and spin: 3.779 eV
* LUMO: 0.02 eV
* E_tot: -10169.0585 eV
* charge: 0
* orbital gap: 9.2 eV
* molar mass: 108.1 g mol⁻¹
* highest occupied orbital energy: -9.19 eV

```
12
Properties=species:S:1:pos:R:3:lowdin_charge:R:1
C -0.392 0.296 -0.371 -0.330
H 2.647 -0.318 0.692 0.220
N -0.099 -1.845 0.154 0.020
C 1.315 1.501 0.000 -0.130
N -1.296 -1.886 -0.206 -0.026
C 0.464 -0.560 0.112 -0.303
H -2.082 -0.297 0.926 0.225
H 2.021 2.331 0.344 0.133
C -1.698 -0.495 -0.358 -0.144
N 1.722 0.133 0.200 0.088
H -2.583 -0.465 -1.159 0.142
N -0.019 1.605 -0.334 0.105
```